Density functional theory data (wB97M-V/def2-TZVPD) for a 24-piece molecular cluster, C96H120N24 overall in a non-equilibrium geometry.

Structure (ORCA input):
```
! RIJCOSX wB97M-V def2-TZVPD def2/J DEFGRID3
* xyz 0 1
N -1.8370 -1.1640 -3.6465
C -2.8205 -0.3229 -3.2439
C -3.4274 -0.8123 -2.0781
C -2.7591 -2.0128 -1.8204
C -1.7900 -2.2060 -2.7752
H -1.2228 -1.0592 -4.4600
H -2.9916 0.6172 -3.6981
H -4.2373 -0.3486 -1.5301
H -2.8448 -2.6318 -0.9397
H -1.1552 -3.0334 -2.9575
N 0.4962 -2.9025 1.1500
C 1.7267 -3.4610 0.9877
C 1.5741 -4.8333 1.1948
C 0.2191 -5.0905 1.4621
C -0.4212 -3.8535 1.4572
H 0.2874 -1.8940 1.1111
H 2.6839 -3.0158 0.6266
H 2.3261 -5.6245 1.1917
H -0.1630 -6.1153 1.6647
H -1.4514 -3.5685 1.6506
N 1.9255 -4.6301 6.0284
C 2.8751 -3.6628 6.2714
C 3.7929 -3.6751 5.2442
C 3.3027 -4.6344 4.2681
C 2.1601 -5.1935 4.7962
H 1.0992 -4.8453 6.5837
H 2.8033 -3.1912 7.2195
H 4.7005 -3.0624 5.2196
H 3.6436 -4.8321 3.2635
H 1.3976 -5.8000 4.3176
N 4.8549 3.3151 -3.7930
C 5.9791 3.7982 -4.4515
C 6.0937 5.1013 -4.0817
C 4.9985 5.5136 -3.2562
C 4.2443 4.3452 -3.1215
H 4.6738 2.3193 -3.8322
H 6.6868 3.1978 -5.0541
H 6.8489 5.7444 -4.3788
H 4.7852 6.5157 -2.9284
H 3.2691 4.1391 -2.7027
N -6.8022 1.0928 4.3922
C -7.2272 0.5973 3.2115
C -7.3750 1.6097 2.3130
C -6.8928 2.7764 2.9562
C -6.5156 2.4339 4.2440
H -6.5079 0.5262 5.1911
H -7.2645 -0.4551 3.0373
H -7.8511 1.5465 1.3220
H -6.7424 3.7760 2.5800
H -6.0642 2.9988 5.0351
N -2.0147 4.1603 2.4222
C -1.5353 2.9060 2.5551
C -0.9212 2.8179 3.7532
C -0.9534 4.1209 4.3451
C -1.6792 4.9181 3.5220
H -2.7593 4.4550 1.8755
H -1.7972 2.0643 1.8871
H -0.3157 1.9864 4.1128
H -0.3922 4.4547 5.2348
H -1.7788 5.9947 3.4442
N 0.7298 2.8112 -2.5574
C 0.5292 4.1681 -2.8069
C -0.1861 4.2832 -3.9642
C -0.3577 2.9799 -4.5340
C 0.2099 2.1133 -3.5863
H 1.2425 2.3713 -1.8070
H 0.7507 4.8821 -2.0296
H -0.6257 5.1371 -4.4227
H -0.8143 2.6605 -5.4858
H 0.2627 1.0562 -3.6586
N -3.1834 6.0307 -0.4068
C -3.8364 6.2440 0.7872
C -3.0509 6.9725 1.6007
C -1.8426 7.1227 0.9430
C -1.9508 6.6084 -0.3312
H -3.5198 5.4255 -1.1302
H -4.8022 5.8288 1.0212
H -3.3027 7.2889 2.6245
H -0.9784 7.6781 1.2519
H -1.2978 6.6977 -1.1855
N -4.3994 -2.6229 -4.5134
C -4.5295 -3.7915 -5.2159
C -5.2468 -3.4862 -6.3651
C -5.7021 -2.1299 -6.2877
C -5.0826 -1.6346 -5.1542
H -3.7880 -2.5362 -3.6545
H -3.9469 -4.6299 -4.9782
H -5.5350 -4.2511 -7.1152
H -6.3143 -1.5409 -6.9492
H -4.9729 -0.6253 -4.7908
N 0.7887 4.9716 0.7899
C 1.7739 5.7864 0.2733
C 2.8807 5.0527 -0.0993
C 2.5203 3.6658 0.1363
C 1.2804 3.6629 0.7034
H -0.1538 5.2544 0.9125
H 1.7196 6.8546 0.2201
H 3.7621 5.4655 -0.5232
H 3.1495 2.8030 -0.0423
H 0.6478 2.8088 0.9027
N 5.6702 5.5430 3.3141
C 4.4506 5.8914 2.7830
C 3.4141 5.3858 3.6100
C 4.1246 4.6319 4.6374
C 5.4863 4.7266 4.4309
H 6.5390 5.6820 2.8733
H 4.4162 6.6018 1.9985
H 2.3629 5.5118 3.3481
H 3.6371 4.1508 5.4466
H 6.2875 4.2316 4.9553
N -4.8090 -1.6371 1.1733
C -4.8693 -0.2563 1.3056
C -3.9375 0.1117 2.2843
C -3.3432 -1.1167 2.7759
C -3.9465 -2.1937 2.1043
H -5.2998 -2.1283 0.4935
H -5.4253 0.4449 0.6482
H -3.8293 1.1342 2.6189
H -2.6755 -1.0871 3.6483
H -3.8233 -3.2621 2.1980
N 1.0418 -4.9453 -4.2627
C 1.9571 -5.2430 -5.2138
C 2.9530 -4.3380 -5.1110
C 2.6066 -3.3925 -4.1328
C 1.3891 -3.8511 -3.5616
H 0.2218 -5.4825 -4.0360
H 1.9365 -6.0838 -5.8600
H 3.7853 -4.1734 -5.7691
H 3.2103 -2.6012 -3.7257
H 0.9053 -3.5409 -2.6466
N -5.7603 -4.3741 -1.9326
C -6.0263 -5.0841 -0.7567
C -7.1208 -4.4805 -0.1347
C -7.5376 -3.3866 -0.9972
C -6.6769 -3.3774 -2.0529
H -5.1595 -4.6062 -2.6955
H -5.4735 -5.9227 -0.4051
H -7.6605 -4.7965 0.7471
H -8.3507 -2.7408 -0.6530
H -6.7029 -2.6712 -2.9000
N -3.5800 0.7606 6.1915
C -4.6068 -0.0949 6.6644
C -5.5065 0.7283 7.3388
C -4.9720 2.0768 7.3021
C -3.7949 2.0443 6.6225
H -2.7556 0.3937 5.7494
H -4.8057 -1.1628 6.3415
H -6.4246 0.3881 7.8255
H -5.3876 3.0430 7.6590
H -3.3175 2.9782 6.3257
N 4.8377 0.8091 1.8756
C 3.8246 0.7538 2.8622
C 3.6220 -0.5546 3.1059
C 4.5676 -1.3237 2.2938
C 5.3136 -0.4431 1.5338
H 5.4158 1.6148 1.5752
H 3.4121 1.6322 3.2431
H 2.8694 -0.9921 3.7570
H 4.5781 -2.4217 2.1774
H 6.0617 -0.7276 0.7997
N 6.9740 4.0338 -0.8198
C 6.6779 4.0278 0.5041
C 7.4198 3.1096 1.1937
C 8.0936 2.3214 0.2117
C 7.8898 2.9951 -0.9984
H 6.6553 4.6520 -1.5786
H 6.0770 4.7333 0.9730
H 7.3433 2.8404 2.2330
H 8.8203 1.5137 0.3163
H 8.3741 2.8552 -1.9840
N -0.4525 -2.3420 -5.9104
C 0.3957 -1.2845 -5.7160
C -0.1443 -0.1672 -6.4000
C -1.3098 -0.6785 -7.0126
C -1.5447 -1.9824 -6.6760
H -0.2890 -3.2872 -5.6352
H 1.3624 -1.3346 -5.2023
H 0.2262 0.8090 -6.3620
H -2.0047 -0.1146 -7.6899
H -2.3292 -2.6205 -7.0047
N -2.8497 3.2012 -2.3540
C -2.9187 2.6566 -1.0894
C -4.1736 2.8080 -0.6112
C -4.9447 3.3632 -1.6494
C -4.1072 3.6137 -2.7229
H -2.0654 3.1881 -3.0142
H -2.0451 2.1841 -0.6427
H -4.5454 2.5360 0.3787
H -5.9479 3.6175 -1.6356
H -4.2896 4.1027 -3.6450
N -0.8132 -5.8805 -1.3367
C 0.0349 -6.9309 -1.6264
C -0.5855 -7.7502 -2.5747
C -1.8152 -7.1499 -2.8112
C -1.9917 -6.0220 -2.0519
H -0.4440 -5.1159 -0.8539
H 0.9861 -6.9834 -1.1958
H -0.2382 -8.7378 -2.8550
H -2.6662 -7.5938 -3.3660
H -2.7688 -5.2765 -2.0779
N 5.8164 0.5676 -1.9620
C 6.3469 -0.0007 -3.0999
C 5.3453 -0.4240 -3.8892
C 4.1295 0.0343 -3.2558
C 4.4572 0.6003 -2.0742
H 6.3723 1.0409 -1.2579
H 7.4217 -0.1449 -3.2520
H 5.3557 -0.9250 -4.8895
H 3.1402 -0.0262 -3.7098
H 3.7227 1.0579 -1.4090
N -0.4431 -0.0600 -0.8772
C 0.9247 -0.2803 -0.8283
C 1.3405 0.0622 0.4205
C 0.1764 0.3328 1.1864
C -0.9092 0.3130 0.3534
H -0.9421 -0.2971 -1.7427
H 1.4924 -0.5701 -1.7254
H 2.3572 0.0947 0.7755
H 0.1514 0.4971 2.2999
H -1.9445 0.4255 0.5911
N 4.9726 -5.6922 -0.3508
C 5.9536 -5.3537 0.4907
C 6.3596 -4.0622 0.1742
C 5.4970 -3.6426 -0.8453
C 4.6382 -4.6756 -1.1593
H 4.5163 -6.6014 -0.3456
H 6.3211 -5.9488 1.2747
H 7.1054 -3.4631 0.6800
H 5.5520 -2.6414 -1.3735
H 3.9780 -4.8228 -2.0079
N 0.0140 -2.7565 4.7535
C -0.0962 -1.6333 5.5647
C -1.2836 -1.7132 6.1893
C -1.9014 -2.9278 5.7409
C -1.0636 -3.5449 4.8819
H 0.9033 -3.1144 4.3369
H 0.7189 -0.9282 5.5709
H -1.5658 -1.1257 7.0048
H -2.8835 -3.1917 5.9671
H -1.1779 -4.4937 4.3363
*
```

Summary:
- HOMO level: -0.2800 hartree
- Kohn-Sham gap: 8.11 eV
- LUMO energy: 0.486 eV
- Energy: -137254.7769 eV

Results of the Mulliken charge analysis, in e, for atoms 1 through 4: atom 1 (N): 2.03, atom 2 (C): -1.18, atom 3 (C): 0.16, atom 4 (C): -0.60